C5H7NO as an isolated structure in a non-equilibrium geometry. Source: the Open Molecules 2025 dataset; level of theory: ωB97M-V with the def2-TZVPD basis set.

Geometry as ORCA input:
```
! wB97M-V def2-TZVPD RIJCOSX def2/J DEFGRID3
* xyz 0 1
C 0.31400 0.37342 1.44258
C 0.52365 -1.01677 -0.04712
C -0.80788 -1.21652 -0.59551
C -1.21220 0.00602 -1.02529
N -0.16267 0.89207 -0.99569
C 1.03282 0.25975 -0.53570
O 2.15530 0.72614 -0.56868
H 1.19655 0.30161 2.06876
H -0.61110 -0.00190 1.85607
H 0.16396 1.45205 1.24061
H 1.19889 -1.86546 0.10872
H -1.36294 -2.14657 -0.65834
H -2.21179 0.34156 -1.27126
H -0.21658 1.89459 -1.01915
*
```

Computed properties:
Lowest unoccupied orbital energy in hartree: 0.021
Frontier orbital gap in eV: 8.86
Relative energy (zero: lowest compared OMol25 entry of this formula, charge and spin) in kcal/mol: 63.17
Energy in Eh: -324.6238